1.
A 5-piece molecular cluster, C41H47Br2N6O9S3 overall. Source: the OMol25 dataset; level of theory: wB97M-V/def2-TZVPD.

Values from the calculation:
E_LUMO (Ha): -0.1291
Strongest force on any atom (eV Å⁻¹): 2.084
Gap between HOMO and LUMO (eV): 7.306
Net charge: +1

Each line ends with the Löwdin charge.
Atoms and positions in Å:
C -5.086318 1.472367 0.129841  -0.060
C -3.922248 1.047869 1.053724  -0.220
N -2.714087 0.768510 0.244876  -0.245
C -1.499315 1.424179 0.731194  -0.265
C -1.071907 1.148509 2.183115  -0.085
C -2.535634 -0.600091 -0.051350  -1.050
S -2.159238 -1.768695 1.005463  0.797
S -2.805717 -1.059976 -1.774245  0.867
C -1.169782 -1.744814 -2.219108  -0.461
C -0.714423 -1.305715 -3.629999  -0.217
C 0.725565 -0.764222 -3.648145  -0.110
C 0.920010 0.404847 -2.729682  -0.196
N 2.186743 0.582048 -1.976433  0.040
C 2.814025 -0.541510 -1.286302  -0.083
C 1.916151 -1.262686 -0.269192  -0.205
O 1.153393 -0.378648 0.513218  -0.117
C 2.039761 1.771783 -1.360503  -0.308
N 2.512263 2.131015 -0.202333  0.083
N 2.277639 3.442793 0.273063  0.104
N 1.250848 2.570302 -2.139760  0.170
C 0.868620 1.843306 -3.332527  -0.420
N 1.863723 1.783289 -4.452996  0.115
C 2.834281 2.499236 -4.399716  -0.782
S 3.999072 3.523389 -4.326966  0.818
C -0.433959 2.231141 -4.033944  -0.623
Br -1.852473 2.512229 -2.736645  0.852
C -0.286117 3.430407 -5.014179  -0.734
C -1.208972 4.621503 -4.810098  -0.210
Br -0.664525 2.754137 -6.817715  0.748
H -5.249532 2.546248 0.177075  0.073
H -4.799730 1.242700 -0.896277  0.048
H -5.992917 0.911637 0.342658  0.076
H -4.212174 0.155117 1.606926  0.100
H -3.724335 1.860344 1.747672  0.116
H -1.612972 2.502278 0.608794  0.107
H -0.655021 1.158540 0.089875  0.071
H -1.897531 0.902791 2.847431  0.072
H -0.583225 2.031198 2.601190  0.076
H -0.351330 0.333804 2.251295  0.025
H -1.193234 -2.828896 -2.145180  0.082
H -0.512235 -1.380536 -1.435762  0.013
H -1.435478 -0.605651 -4.050958  0.085
H -0.758600 -2.196111 -4.254640  0.119
H 0.968991 -0.511442 -4.681054  0.126
H 1.365421 -1.615583 -3.411132  0.124
H 0.122692 0.457667 -1.976918  0.118
H 3.739400 -0.208797 -0.816562  0.130
H 3.097778 -1.267928 -2.045825  0.131
H 2.581687 -1.799919 0.412154  0.116
H 1.330299 -2.043184 -0.757795  0.120
H 0.216898 -0.429718 0.295759  0.018
H 3.059084 1.488233 0.345981  0.168
H 2.294115 3.419821 1.287705  0.108
H 1.315360 3.682864 0.037996  0.093
H 1.499686 3.550984 -2.204709  0.157
H -0.763089 1.382895 -4.620423  0.039
H 0.726564 3.815684 -5.062369  0.069
H -1.029462 5.093522 -3.843901  0.069
H -2.255285 4.396392 -4.987706  0.032
H -0.926771 5.366151 -5.554976  0.083
C -0.158744 -3.255844 5.228823  0.037
C -0.120327 -2.407574 4.203644  0.018
C 1.129544 -2.189687 3.438511  -0.360
O 1.175458 -1.416191 2.499658  0.059
C 2.332549 -2.946867 3.849627  -0.014
C 2.300223 -3.797341 4.872606  0.034
C 1.049206 -4.020088 5.645032  -0.376
O 1.013025 -4.792580 6.574373  0.127
H -1.058851 -3.431809 5.804151  0.127
H -0.987665 -1.842433 3.882704  0.096
H 3.231780 -2.770118 3.271963  0.125
H 3.169366 -4.360519 5.188593  0.132
C 3.414497 -8.195333 1.190625  0.031
C 3.800289 -6.936678 0.998375  0.020
C 2.838759 -5.814272 1.105368  -0.388
O 3.189179 -4.663486 0.929041  0.075
C 1.430752 -6.142369 1.436716  0.013
C 1.041437 -7.399407 1.629645  0.031
C 2.004196 -8.528306 1.522397  -0.380
O 1.651875 -9.671026 1.699090  0.127
H 4.099130 -9.030457 1.116798  0.127
H 4.822078 -6.672908 0.757090  0.123
H 0.746839 -5.305154 1.510720  0.116
H 0.019344 -7.661676 1.871519  0.126
C 5.027018 1.738727 7.121293  0.025
C 5.651895 0.624277 6.748486  0.024
C 4.944279 -0.436254 5.988964  -0.381
O 5.505812 -1.454295 5.645110  0.107
C 3.515006 -0.206544 5.661094  0.026
C 2.888875 0.905984 6.032740  0.026
C 3.596641 1.969461 6.792416  -0.386
O 3.026640 2.984234 7.126286  0.112
H 5.523392 2.524816 7.675712  0.125
H 6.693352 0.437656 6.977188  0.125
H 3.024414 -0.996158 5.106534  0.085
H 1.846502 1.091590 5.803702  0.120
C -6.520715 5.442419 -5.128293  0.024
C -7.499136 5.042034 -4.320183  0.027
C -7.428367 3.738183 -3.611727  -0.383
O -8.316328 3.369741 -2.875743  0.115
C -6.222991 2.900075 -3.839979  0.023
C -5.245993 3.301148 -4.647757  0.008
C -5.317332 4.604170 -5.354454  -0.380
O -4.421555 4.968159 -6.087140  0.096
H -6.551919 6.388049 -5.654226  0.124
H -8.384587 5.638108 -4.140372  0.125
H -6.191039 1.954400 -3.314299  0.118
H -4.360460 2.703323 -4.826694  0.100

Atoms 1-3, force components in eV/Å:
0.451 -0.292 -0.111
-0.597 0.097 -0.769
-0.094 0.121 0.354


2.
C41H47N2O2P2PdS2SeSi as an isolated structure. Source: the OMol25 dataset; level of theory: wB97M-V/def2-TZVPD.

Values from the calculation:
E_LUMO (spin up / spin down) (Ha): 0.0815 / 0.0687
Strongest force on any atom (eV Å⁻¹): 0.409
2S+1: 3
Gap between HOMO and LUMO (spin up / spin down) (eV): 6.450 / 6.215
Net charge: -1

Each line ends with the Löwdin charge.
Atoms and positions in Å:
Pd -0.506189 0.309615 -0.141495  0.295
C 3.416859 -5.583721 4.146861  -0.424
S 4.871058 -4.522380 4.056894  0.785
C 4.561799 -3.728869 2.461707  -0.514
C 3.356766 -2.802914 2.443466  -0.257
C 3.150295 -2.196654 1.061936  -0.257
N 1.874826 -1.506027 0.883760  -0.446
P 1.730935 0.178587 0.654215  0.927
C 2.414201 0.849240 2.208906  -0.321
C 3.781582 0.843542 2.490980  -0.102
C 4.246354 1.248446 3.731413  -0.085
C 3.349937 1.669056 4.705025  -0.090
C 1.991841 1.683782 4.431617  -0.074
C 1.523961 1.274993 3.190394  -0.120
C 2.988387 0.581747 -0.592654  -0.346
C 3.100618 -0.273259 -1.688727  -0.092
C 3.966903 0.028247 -2.724191  -0.079
C 4.716435 1.197530 -2.683102  -0.089
C 4.584837 2.066300 -1.611563  -0.078
C 3.718641 1.764177 -0.569786  -0.101
P 0.338305 -2.265899 0.674136  1.010
C 0.809056 -4.032974 0.528763  -0.342
C 1.392315 -4.430126 -0.676290  -0.111
C 1.739283 -5.752445 -0.896801  -0.088
C 1.475308 -6.709125 0.075605  -0.099
C 0.864696 -6.332261 1.261993  -0.096
C 0.536475 -5.002246 1.488983  -0.089
C -0.491952 -2.224965 2.303053  -0.395
C -1.871128 -2.426924 2.265902  -0.122
C -2.624918 -2.345054 3.424521  -0.080
C -2.013915 -2.026331 4.628926  -0.092
C -0.649791 -1.773835 4.665674  -0.086
C 0.107026 -1.870772 3.507334  -0.102
H 3.531117 -6.219545 5.022852  0.025
H 3.344682 -6.214250 3.261103  0.030
H 2.497634 -5.011330 4.254779  0.026
H 4.447863 -4.510047 1.704324  0.079
H 5.476637 -3.182770 2.220665  0.075
H 3.480022 -2.011955 3.187652  0.106
H 2.464932 -3.367537 2.714551  0.075
H 3.241491 -2.985400 0.307129  0.100
H 3.952293 -1.487805 0.838387  0.105
H 4.490781 0.534771 1.733783  0.099
H 5.309334 1.239348 3.938327  0.099
H 3.712655 1.987240 5.674242  0.097
H 1.284848 2.015463 5.181111  0.106
H 0.461616 1.292748 2.980685  -0.003
H 2.479053 -1.158941 -1.742971  0.095
H 4.040200 -0.638122 -3.573662  0.100
H 5.386779 1.439790 -3.498380  0.096
H 5.138509 2.995987 -1.589184  0.103
H 3.597620 2.469946 0.244344  0.095
H 1.561196 -3.691784 -1.453152  0.104
H 2.198402 -6.038938 -1.833735  0.100
H 1.731518 -7.746347 -0.098702  0.096
H 0.643511 -7.074059 2.019440  0.101
H 0.062335 -4.714131 2.420410  0.103
H -2.369755 -2.587611 1.315536  0.095
H -3.697205 -2.479945 3.371166  0.107
H -2.606631 -1.934620 5.529712  0.096
H -0.175214 -1.481856 5.594189  0.099
H 1.159189 -1.626311 3.538792  0.082
O -0.426372 -1.060233 -2.424040  -0.080
C -1.618518 -1.302047 -2.228097  -0.572
C -2.524760 -1.995295 -3.232164  -0.098
C -3.848290 -2.078636 -2.486009  -0.098
C -3.574411 -1.353658 -1.162760  -0.536
O -4.419489 -1.210665 -0.299721  0.018
N -2.267541 -0.950469 -1.096115  0.066
H -2.097833 -2.956907 -3.517165  0.110
H -2.567740 -1.377316 -4.130109  0.115
H -4.154024 -3.099907 -2.254285  0.110
H -4.684729 -1.594521 -2.990092  0.111
S 0.012907 2.080481 -1.696833  0.610
C 0.960794 3.302406 -0.866784  -0.691
C 1.760037 4.158659 -1.637953  -0.148
C 2.606014 5.076920 -1.045820  -0.119
C 2.692152 5.168699 0.340906  -0.120
C 1.887573 4.343713 1.112602  -0.102
C 1.023301 3.432976 0.521282  -0.175
H 1.729954 4.066399 -2.716800  0.094
H 3.218591 5.716400 -1.671092  0.094
H 3.364076 5.878921 0.804316  0.088
H 1.925752 4.403329 2.193972  0.101
H 0.375095 2.820019 1.137635  0.013
C -3.754659 2.165064 -1.031880  -0.224
Si -3.228859 2.722870 0.674689  0.084
C -2.442090 4.419006 0.508337  -0.230
C -4.758192 2.870617 1.759250  -0.246
Se -1.844264 1.316462 1.765609  0.351
H -3.932609 3.050001 -1.647650  0.027
H -4.667481 1.573975 -0.976568  0.022
H -2.984212 1.565977 -1.518502  -0.021
H -3.196831 5.155403 0.223165  0.021
H -1.667454 4.404224 -0.260653  0.010
H -1.979787 4.735814 1.443217  0.021
H -5.501748 3.525399 1.300234  0.021
H -4.505634 3.275262 2.739612  0.017
H -5.201834 1.885588 1.901017  0.021

Atoms 1-3, force components in eV/Å:
-0.076 -0.207 -0.135
-0.037 -0.026 0.002
0.010 0.004 -0.004